Density functional theory data (ωB97M-V/def2-TZVPD) for the molecule C5H7N3.

Electronic energy, eV: -9765.8779
Relative energy (zero: lowest compared OMol25 entry of this formula, charge and spin), kJ/mol: 338.6
SMILES: [H]/N=C1\NC=N[C@H]1C=C
Gap between HOMO and LUMO, eV: 9.68
Charge: 0
HOMO energy, eV: -9.2

Each line ends with the natural charge from an NBO analysis.
Element x y z (Å)
C1 -2.38 -0.14 -0.65  -0.3880
C2 -1.27 0.61 -0.86  -0.1716
C3 -0.09 0.91 -0.03  -0.2161
C4 1.69 0.01 -0.59  0.2590
C5 0.16 -0.30 0.89  0.4360
H1 -3.27 -0.13 -1.24  0.2037
H2 -2.59 -0.62 0.26  0.1974
H3 -1.15 1.04 -1.90  0.2174
H4 -0.16 1.83 0.59  0.2455
H5 2.56 -0.21 -1.27  0.1822
H6 1.73 -1.88 0.43  0.4269
H7 0.27 -1.69 2.01  0.3186
N1 0.99 0.93 -1.02  -0.4399
N2 1.33 -0.80 0.32  -0.6344
N3 -0.34 -0.82 1.91  -0.6368